1.
Formula: C4H3NO3S
Source: OMol25
Level of theory: ωB97M-V/def2-TZVPD

Atoms and positions in Å:
C  -1.9311  0.2966  -0.5333
C  -1.1428  -0.5648  0.3489
C  -1.2231  1.2583  -1.1269
C  0.1446  -0.2628  0.3394
N  2.5608  -1.2056  1.4538
O  2.8816  -0.5651  2.3870
O  2.9457  -2.1204  0.8275
O  1.4272  1.1279  -1.5790
S  0.4770  1.3159  -0.4813
H  -2.9777  0.0982  -0.6951
H  -1.5995  -1.3917  0.8666
H  -1.5628  2.0135  -1.8076

Computed properties:
LUMO (spin up / spin down): -1.74 / -1.17 eV
Frontier orbital gap (spin up / spin down): 0.2850 / 0.3070 Ha

---

2.
Formula: C4H32NO14
Source: OMol25
Level of theory: ωB97M-V/def2-TZVPD

Atoms and positions in Å:
C  3.0639  -0.8349  -0.5097
N  1.9616  -1.3974  0.2811
C  1.6157  -2.7628  -0.1839
C  2.1735  -1.4345  1.7016
C  2.3272  -0.0122  2.2873
O  3.2263  0.1365  3.0334
O  1.3295  0.7940  2.1807
H  3.6253  -0.0457  -0.2179
H  2.4357  -0.2562  -1.3224
H  3.7349  -1.5752  -0.9731
H  0.4989  -2.8123  -0.1593
H  2.0499  -3.5632  0.3214
H  1.7835  -2.9269  -1.2923
H  1.1603  -1.9403  2.1377
H  3.0611  -2.1719  1.7573
H  -2.1672  -1.7197  1.1749
H  -3.4751  -1.9456  0.5613
O  -2.9073  -2.2950  1.1521
H  -1.5680  -2.0773  -0.5620
H  -0.4439  -2.1214  -1.7810
O  -1.4304  -2.1972  -1.5361
H  -1.4498  1.0143  -3.0460
H  -2.3783  -0.2172  -3.4477
O  -1.6619  0.3352  -3.7480
H  -3.1434  -0.3670  -1.3270
H  -3.7180  0.8500  -0.5309
O  -3.9944  0.0306  -0.9270
H  0.2908  3.2996  -2.2954
H  0.0820  2.3318  -1.0932
O  -0.2784  2.6250  -1.9940
H  0.0740  2.3484  0.6608
H  -0.8004  2.0568  1.8641
O  -0.7569  2.7471  1.2520
H  -1.8909  -0.3807  3.2256
H  -0.9664  0.9819  3.2362
O  -1.8301  0.5550  3.3430
H  -2.0715  2.4829  -1.0757
H  -2.1715  2.9672  0.3954
O  -2.7283  2.7279  -0.3734
H  2.1683  2.8422  2.3365
H  0.8588  3.3643  1.9085
O  1.7321  3.5736  1.7975
H  1.6982  1.3600  0.7324
H  0.9876  0.6287  -0.6154
O  1.1668  1.5069  -0.2327
H  -1.1952  0.4305  1.0726
H  0.1571  -0.4395  1.0166
O  -0.8918  -0.5223  0.9130
H  -0.5129  -2.4642  -3.6898
H  0.6618  -1.2956  -3.7378
O  0.5068  -2.2142  -3.6715

Computed properties:
LUMO: 2.60 eV
Total charge: -1
Frontier orbital gap: 0.3415 Ha

---

3.
Formula: C6H15N4O2
Source: OMol25
Level of theory: ωB97M-V/def2-TZVPD

Atoms and positions in Å:
C  0.7111  1.2926  0.9733
C  -0.0932  -2.2717  0.6639
C  -1.7485  1.3101  -1.3813
C  0.9392  -0.0105  -2.2993
C  -1.2646  -0.0602  -0.8515
C  0.1026  -0.5366  -1.0910
N  1.2810  2.5152  1.0098
N  0.5845  -3.2780  1.1904
N  0.5982  -1.5618  -0.4165
N  0.3754  0.8100  2.1030
O  -1.1299  -1.9278  1.0397
O  0.0945  1.3919  3.3895
H  -1.0813  2.0519  -1.3241
H  -2.7707  1.5677  -0.9056
H  -1.8957  1.2921  -2.4077
H  0.6710  1.0101  -2.6671
H  0.6464  -0.7628  -3.0117
H  2.0366  -0.0998  -2.2370
H  -1.9439  -0.8719  -1.3075
H  -1.5583  -0.2459  0.1990
H  1.5956  3.0685  0.2230
H  1.5482  3.1496  1.7480
H  1.1537  -3.9343  0.6360
H  0.2363  -3.8468  1.9441
H  1.4549  -2.0402  -0.5864
H  -0.0189  -0.0880  2.1615
H  -0.5243  2.0769  3.2055

Computed properties:
LUMO (spin up / spin down): -3.83 / -7.62 eV
Expectation value of S²: 2.01
2S+1: 3
Total charge: +1
Frontier orbital gap (spin up / spin down): 0.1848 / 0.2061 Ha

---

4.
Formula: C36H48F18O21
Source: OMol25
Level of theory: ωB97M-V/def2-TZVPD

Atoms and positions in Å:
C  -4.6030  -0.8289  3.1463
C  -3.7362  -0.5724  4.3920
O  -3.5611  0.8083  4.6079
C  -2.4675  1.2756  5.1022
O  -1.5420  0.6373  5.6550
C  -2.4066  2.8132  5.0507
F  -1.0962  3.2090  4.9060
F  -3.0170  3.3269  3.9781
F  -2.9041  3.3425  6.1615
H  -4.2526  -1.6921  2.5804
H  -4.6840  -0.1747  2.2782
H  -5.5639  -1.1396  3.5565
H  -2.8048  -1.1314  4.3021
H  -4.1848  -0.9110  5.3258
C  3.1648  3.1206  4.0902
C  3.2257  4.4431  3.3603
O  2.2676  4.4304  2.2855
C  0.9840  4.7268  2.5889
O  0.6235  5.0348  3.7245
C  -0.0149  4.7053  1.3413
F  -0.6373  5.8513  1.2294
F  0.6305  4.5372  0.1943
F  -0.9165  3.7409  1.5419
H  3.7970  3.3306  4.9530
H  3.6170  2.2892  3.5495
H  2.2017  2.7143  4.3990
H  4.2360  4.7050  3.0459
H  3.0612  5.3168  3.9908
C  -1.1170  1.9635  -5.8995
C  -0.5243  2.7570  -7.0957
O  -1.0959  2.5345  -8.3822
C  -2.2028  3.1519  -8.6988
O  -2.8450  3.8424  -7.9238
C  -2.7941  2.7797  -10.0370
F  -3.5868  1.7296  -9.9754
F  -3.5374  3.7420  -10.5836
F  -1.8124  2.4535  -10.8795
H  -0.4551  1.1108  -5.7479
H  -2.1255  1.5983  -6.0940
H  -1.0616  2.5624  -4.9905
H  0.4548  2.3047  -7.2536
H  -0.4487  3.8351  -6.9542
C  -0.2849  0.5236  -2.7880
C  0.5676  -0.2574  -1.7665
O  -0.0467  0.0646  -0.4769
C  0.5786  -0.2064  0.6289
O  1.6498  -0.7714  0.7122
C  -0.1930  0.3244  1.8809
F  -1.3467  0.7878  1.5700
F  -0.3215  -0.6484  2.7192
F  0.5685  1.3246  2.4470
H  0.2041  1.4868  -2.9337
H  -1.3306  0.6901  -2.5293
H  -0.1208  0.1632  -3.8035
H  1.5945  0.1076  -1.7841
H  0.6024  -1.3397  -1.8907
C  -1.4252  -3.4323  0.7082
C  -0.7843  -4.8064  0.9449
O  0.6536  -4.7079  1.0012
C  1.3454  -4.4190  -0.2347
O  0.7720  -4.4608  -1.3522
C  2.8640  -4.1597  -0.1861
F  3.0180  -2.8292  -0.3717
F  3.3996  -4.4284  0.9622
F  3.5315  -4.8099  -1.1519
H  -1.1401  -3.1152  -0.2949
H  -1.1851  -2.7051  1.4838
H  -2.5097  -3.5392  0.7313
H  -1.0958  -5.4113  0.0933
H  -1.2168  -5.2217  1.8552
C  1.3701  -2.8805  9.3177
C  1.6009  -3.9463  8.2323
O  1.2096  -3.3647  7.0218
C  1.3759  -4.0445  5.8488
O  1.9591  -5.1554  5.7905
C  1.0137  -3.2447  4.5720
F  2.0764  -2.9785  3.8220
F  0.1751  -3.9743  3.8574
F  0.5236  -2.0476  4.8655
H  1.9882  -2.0100  9.0976
H  1.5406  -3.2394  10.3327
H  0.3080  -2.6358  9.3343
H  0.9665  -4.8155  8.4059
H  2.6265  -4.3138  8.2680
C  2.4601  -2.6494  -4.4830
C  1.4190  -2.3756  -5.5880
C  1.1950  -3.5385  -6.5324
O  -0.1861  -3.6767  -6.5517
C  -0.7654  -2.8428  -5.6653
O  -1.9115  -2.7562  -5.3204
O  0.1638  -2.1544  -5.0445
H  2.1829  -3.5135  -3.8792
H  2.6196  -1.7932  -3.8275
H  3.4728  -2.8011  -4.8565
H  1.6253  -1.4662  -6.1524
H  1.7058  -4.4487  -6.2181
H  1.6705  -3.1869  -7.4481
C  3.1628  2.0133  -0.7074
C  4.4935  1.2735  -0.3545
C  4.6947  -0.1945  -0.9096
O  5.7489  0.0291  -1.8586
C  6.3216  1.2403  -1.7175
O  7.4018  1.6173  -2.2705
O  5.5825  2.0350  -0.9768
H  2.3268  1.8586  -0.0254
H  2.9123  1.6595  -1.7074
H  3.4226  3.0719  -0.6964
H  4.6707  1.2759  0.7210
H  3.7888  -0.4741  -1.4474
H  4.9258  -0.9131  -0.1233
C  -4.6739  2.8003  1.0558
C  -4.7834  2.2567  -0.3754
C  -3.5353  1.6456  -0.9496
O  -3.8668  0.2661  -0.9483
C  -5.2004  0.0697  -0.6944
O  -5.7214  -1.0302  -0.5964
O  -5.7941  1.2235  -0.4186
H  -4.3836  1.9743  1.7051
H  -5.6125  3.2068  1.4325
H  -3.8605  3.5235  1.1142
H  -5.0254  3.0653  -1.0651
H  -2.6072  1.8587  -0.4192
H  -3.3876  2.0232  -1.9613

Computed properties:
LUMO: -0.01 eV
Frontier orbital gap: 0.3908 Ha

---

5.
Formula: C11H30BrN2O3
Source: OMol25
Level of theory: ωB97M-V/def2-TZVPD

Atoms and positions in Å:
C  -3.7552  -0.3193  3.9394
O  -2.8378  -0.7110  2.9066
C  -1.9711  -1.8436  3.2174
C  -0.6650  -1.6431  2.3989
N  -0.1531  -0.1896  2.3806
H  -0.8276  0.3593  1.8669
H  -0.1346  0.1408  3.3348
C  1.2511  0.0490  1.6848
C  1.7944  1.5126  1.7280
O  1.5915  1.9934  3.0290
C  2.6270  1.7805  4.0102
H  -4.3806  -1.1629  4.2314
H  -4.4451  0.5088  3.7769
H  -3.1330  -0.0809  4.8020
H  -2.5237  -2.7221  2.8840
H  -1.7483  -1.9083  4.2825
H  -0.7150  -1.9750  1.3619
H  0.2031  -2.1021  2.8720
H  1.0414  -0.2738  0.6650
H  1.9581  -0.6492  2.1330
H  1.1757  2.1948  1.1450
H  2.8651  1.4948  1.5244
H  2.5392  2.5219  4.8043
H  3.5922  2.0593  3.5874
H  2.6190  0.7661  4.4092
C  1.8700  0.3537  -3.4424
N  0.3881  0.4342  -3.6201
C  0.0460  1.9440  -3.4847
C  0.0026  0.1297  -5.0885
C  -0.4086  -0.3993  -2.5814
C  0.0551  -1.8004  -2.3621
O  -0.3078  -2.6654  -3.4738
H  2.2618  -0.6521  -3.5941
H  2.1076  0.6142  -2.4110
H  2.4211  0.9588  -4.1623
H  0.4109  2.2095  -2.4925
H  -1.0204  2.0722  -3.6700
H  0.6847  2.4144  -4.2323
H  0.4406  0.8254  -5.8042
H  -1.0664  -0.0589  -5.1880
H  0.5427  -0.7825  -5.3423
H  -1.4718  -0.2044  -2.7216
H  -0.0796  0.1905  -1.7259
H  -0.4445  -2.2557  -1.5070
H  1.1377  -1.8645  -2.2532
H  -1.2525  -2.5868  -3.6255
Br  -2.2848  1.3230  -0.1925

Computed properties:
LUMO: -2.39 eV
Total charge: +1
Frontier orbital gap: 0.2842 Ha

---

6.
Formula: C20H19BClF32O6P
Source: OMol25
Level of theory: ωB97M-V/def2-TZVPD

Atoms and positions in Å:
O  -0.1624  -5.0456  -1.0420
B  -0.0962  -4.4281  -2.2338
P  1.5342  -4.3826  -3.3559
O  2.2737  -3.1000  -2.6374
Cl  2.4838  -5.9559  -2.3746
H  0.6596  -5.5063  -0.8117
H  -1.0847  -3.8886  -2.6360
H  2.4172  -3.2368  -1.6901
C  1.6465  -0.4317  -0.0717
C  1.4625  0.7131  0.9273
C  2.6991  1.1843  1.6995
F  3.1528  0.1849  2.4863
F  2.3423  2.2182  2.4904
F  0.4800  0.4220  1.8061
F  1.0749  1.7869  0.1793
O  1.2640  -1.7184  0.3870
C  2.1458  -2.5621  0.9669
C  1.6431  -3.0930  2.3184
F  1.5067  -2.0661  3.1782
F  2.5549  -3.9554  2.8124
F  3.3796  -2.0562  1.0634
F  2.2512  -3.6662  0.1405
H  0.9492  -0.2115  -0.8783
H  2.6553  -0.4310  -0.4892
H  3.4907  1.5064  1.0183
H  0.6846  -3.5993  2.1877
C  -3.4166  0.2530  -1.6912
C  -2.2950  1.0632  -1.0314
C  -2.6619  1.8846  0.2068
F  -3.5555  2.8397  -0.1262
F  -1.5491  2.4800  0.6780
F  -1.6669  1.8356  -1.9377
F  -1.3902  0.1344  -0.5738
O  -3.9925  0.8371  -2.8393
C  -5.1128  1.6109  -2.7754
C  -4.8695  2.9933  -3.4038
F  -3.9052  3.6423  -2.7241
F  -6.0099  3.7122  -3.3258
F  -5.5918  1.7240  -1.5259
F  -6.0762  1.0163  -3.5238
H  -2.9304  -0.6532  -2.0513
H  -4.1667  -0.0366  -0.9542
H  -3.0811  1.2433  0.9854
H  -4.5748  2.8809  -4.4485
C  3.6106  -0.5313  -4.0167
C  4.0852  0.1650  -2.7381
C  3.4641  1.5285  -2.4096
F  3.8115  2.4408  -3.3339
F  3.9272  1.9387  -1.2051
F  5.4248  0.2525  -2.6957
F  3.6803  -0.6434  -1.6989
O  4.4497  -0.4041  -5.1460
C  4.2893  0.5898  -6.0621
C  5.5819  1.4041  -6.2383
F  5.9095  1.9994  -5.0748
F  5.3693  2.3631  -7.1651
F  3.2493  1.3945  -5.7777
F  4.0338  0.0173  -7.2654
H  3.6126  -1.5929  -3.7780
H  2.5791  -0.2527  -4.2380
H  2.3738  1.4545  -2.3602
H  6.3937  0.7510  -6.5623
C  -2.2023  -0.5414  5.0922
C  -2.6826  0.5035  4.0801
C  -2.1518  1.9302  4.2451
F  -2.5754  2.4453  5.4171
F  -2.6296  2.6932  3.2405
F  -4.0261  0.5172  3.9999
F  -2.1968  0.0878  2.8626
O  -3.1036  -0.8312  6.1380
C  -3.0446  -0.1960  7.3427
C  -4.3906  0.4619  7.6896
F  -4.6937  1.3952  6.7672
F  -4.2811  1.0649  8.8926
F  -2.0407  0.6942  7.4073
F  -2.8173  -1.1305  8.2993
H  -2.1284  -1.4655  4.5199
H  -1.2064  -0.2916  5.4603
H  -1.0593  1.9396  4.2075
H  -5.1772  -0.2936  7.7249

Computed properties:
LUMO: -0.24 eV
Frontier orbital gap: 0.3438 Ha

---

7.
Formula: C27H25ClN2O3
Source: OMol25
Level of theory: ωB97M-V/def2-TZVPD

Atoms and positions in Å:
Cl  -0.5420  -4.8934  -4.8515
C  -0.3394  -3.3768  -4.0372
C  -1.4264  -2.5393  -3.7754
C  -1.2633  -1.3273  -3.1074
C  -0.0252  -0.9806  -2.5496
O  0.0660  0.1784  -1.8151
C  1.0879  -1.7018  -2.9903
C  0.9209  -2.9173  -3.6600
H  -2.4052  -2.8711  -4.1000
H  -2.1192  -0.7052  -2.8916
H  2.0741  -1.3668  -2.7207
H  1.7748  -3.5466  -3.8765
C  -1.6846  -6.0281  0.3730
O  -0.9931  -4.7929  0.1033
C  -1.5732  -3.6189  0.4759
C  -0.7771  -2.4554  0.3030
C  -1.3614  -1.2347  0.5556
C  -2.6822  -1.1603  1.0900
C  -3.4628  -2.2902  1.2977
C  -2.9096  -3.5318  0.9882
N  -2.9776  0.1830  1.2826
C  -4.2228  0.7039  1.8145
C  -1.8857  0.9542  0.9129
C  -0.9225  0.1178  0.3739
C  0.3789  0.4572  -0.2703
C  0.7932  1.9109  -0.2073
C  0.0045  2.9782  -0.5847
N  0.6736  4.1677  -0.3020
C  0.1694  5.4901  -0.6146
C  1.8614  3.8921  0.3511
C  1.9490  2.4719  0.5093
C  3.0221  1.9546  1.2392
C  3.9910  2.8587  1.7857
O  5.0393  2.4695  2.5691
C  5.2178  1.0750  2.8844
C  3.8781  4.2689  1.5922
C  2.8142  4.7843  0.8657
H  -0.9951  -6.8166  0.0705
H  -1.9163  -6.1242  1.4443
H  -2.6044  -6.0929  -0.2253
H  0.2502  -2.5274  -0.0635
H  -4.4619  -2.2123  1.7387
H  -3.4891  -4.4386  1.1596
H  -4.9192  -0.1282  1.9903
H  -4.0511  1.2324  2.7664
H  -4.6862  1.4238  1.1133
H  -1.9145  2.0266  0.9987
H  1.2535  -0.1895  0.0356
H  -0.9682  2.9130  -1.0446
H  0.8767  6.2566  -0.2773
H  0.0090  5.5961  -1.6977
H  -0.8011  5.6359  -0.1132
H  3.1055  0.8679  1.3793
H  6.1455  1.0321  3.4557
H  4.3852  0.7028  3.4974
H  5.3118  0.4769  1.9682
H  4.6115  4.9306  2.0423
H  2.7149  5.8572  0.7483

Computed properties:
LUMO: 0.59 eV
Frontier orbital gap: 0.2937 Ha

---

8.
Formula: C4H8N2O
Source: OMol25
Level of theory: ωB97M-V/def2-TZVPD

Atoms and positions in Å:
C  0.5802  1.4250  -0.3019
C  0.5795  -0.0347  0.1719
O  0.5375  -0.0578  1.6061
C  -0.5678  -0.8621  -0.4684
N  -1.7069  -0.5284  0.3593
C  1.8602  -0.6664  -0.1746
N  2.8598  -1.1817  -0.4368
H  1.2748  1.9880  0.3182
H  -0.4006  1.8867  -0.1701
H  0.8701  1.5589  -1.3477
H  -0.3424  -0.3393  1.9249
H  -0.3716  -1.9294  -0.3402
H  -0.6728  -0.6627  -1.5560
H  -2.5504  -1.0418  0.1705
H  -1.9497  0.4458  0.2448

Computed properties:
LUMO: 0.65 eV
Frontier orbital gap: 0.4073 Ha

---

no.,maximum force (eV/A),M (g mol⁻¹)
1,1.8,145.14
2,5.2,318.29
3,6.0,175.21
4,5.5,1158.72
5,2.7,318.28
6,1.6,1040.54
7,1.7,460.96
8,1.3,100.12